A molecular structure, C18H20IIrN2O5PS2 in a non-equilibrium geometry. Source: the OMol25 dataset; level of theory: wB97M-V/def2-TZVPD.

The calculation puts the lowest unoccupied orbital energy at 2.03 eV. The HOMO energy is -4.9 eV. The charge is -1. The HOMO-LUMO gap comes out at 6.8843 eV. The spin multiplicity is 1. As for the relative energy (zero: lowest compared OMol25 entry of this formula, charge and spin): 383.8 kJ/mol.

Last column: Mulliken charge in e.
Atoms and positions in Å:
Ir: 1.1025 -0.7730 0.5392  0.45
O: 0.9986 1.6137 4.3750  -0.71
C: -0.0371 2.4222 4.0862  0.32
C: -0.5012 3.2688 5.0953  -0.68
C: -1.5642 4.1167 4.8626  -0.28
C: -2.1887 4.1400 3.6190  -0.79
C: -1.7272 3.3055 2.6199  -0.34
C: -0.6535 2.4424 2.8289  0.10
C: -0.1669 1.5477 1.7449  1.22
O: 0.8207 0.7774 2.0261  -0.97
N: -0.7471 1.6124 0.5955  -0.56
N: -0.1859 0.7525 -0.3803  0.14
C: -0.5506 1.1978 -1.5444  -0.46
C: -0.3035 0.7933 -2.9193  0.70
C: -0.5533 1.7393 -3.9128  -0.72
C: -0.2932 1.4674 -5.2446  -0.73
C: 0.2238 0.2213 -5.5924  -0.39
C: 0.4552 -0.7492 -4.6347  -0.87
C: 0.1667 -0.4645 -3.3041  0.67
O: 0.2976 -1.2923 -2.2919  0.13
H: 1.1726 1.0823 3.5611  0.41
H: -0.0048 3.2315 6.0546  0.42
H: -1.9127 4.7643 5.6567  0.36
H: -3.0244 4.7990 3.4367  0.38
H: -2.1898 3.2978 1.6447  0.42
H: -1.1397 2.1141 -1.4804  0.37
H: -0.9439 2.7030 -3.6182  0.35
H: -0.4858 2.2150 -6.0006  0.37
H: 0.4439 -0.0027 -6.6280  0.37
H: 0.8452 -1.7267 -4.8850  0.40
C: 0.6701 -5.5635 0.4268  -1.11
C: 1.6717 -4.5656 0.9637  -0.21
O: 2.2691 -3.8745 -0.1221  -0.37
P: 2.1597 -2.2892 -0.4738  0.58
S: 0.9861 -2.8016 -2.3757  -0.42
S: 2.9908 -1.5219 1.3937  -0.54
O: 3.4370 -2.1073 -1.4806  -0.21
C: 4.7821 -2.3798 -1.1160  -0.36
C: 5.5987 -1.1048 -1.1810  -1.12
H: 0.2338 -6.1384 1.2430  0.38
H: 1.1524 -6.2477 -0.2700  0.29
H: -0.1293 -5.0401 -0.0913  0.23
H: 2.4908 -5.0652 1.4902  0.27
H: 1.2040 -3.8478 1.6441  0.28
H: 5.1482 -3.1233 -1.8333  0.33
H: 4.8257 -2.8214 -0.1190  0.41
H: 5.5456 -0.6679 -2.1764  0.28
H: 6.6433 -1.3118 -0.9465  0.38
H: 5.2167 -0.3813 -0.4651  0.24
I: -1.1536 -2.0578 0.8149  -0.43

A molecular structure, C26H34FPReSSe2 in a non-equilibrium geometry. Source: the OMol25 dataset; level of theory: wB97M-V/def2-TZVPD.

The calculation puts the lowest unoccupied orbital energy (alpha / beta) at -7.42 / -7.41 eV. The HOMO energy (alpha / beta) is -14.1 / -14.1 eV. The charge is +2. As for the expectation value of S²: 0.759. The HOMO-LUMO gap (alpha / beta) comes out at 6.7276 / 6.7054 eV. The spin multiplicity is 2. As for the relative energy (zero: lowest compared OMol25 entry of this formula, charge and spin): 10.8 kJ/mol.

Last column: Mulliken charge in e.
Atoms and positions in Å:
Re: -0.2426 -0.2525 -0.0507  0.51
C: -1.2382 -0.0077 -3.4066  -1.65
C: -1.3494 0.4858 -1.9876  1.01
C: -2.4676 0.1104 -1.1843  0.34
C: -3.3268 -1.0399 -1.6235  -2.27
C: -2.8149 0.8922 -0.0780  1.37
C: -4.0613 0.5930 0.6786  -2.17
C: -1.9523 1.9266 0.3794  1.24
C: -2.2465 2.6159 1.6696  -2.66
C: -0.7983 2.2424 -0.3272  1.02
C: 0.0769 3.3782 0.1270  -1.97
C: -0.4890 1.5234 -1.5192  1.19
C: 0.6394 1.9819 -2.4077  -2.32
H: -0.5105 -0.8075 -3.5549  0.27
H: -0.9495 0.8160 -4.0563  0.43
H: -2.2020 -0.3664 -3.7583  0.50
H: -4.1407 -0.6841 -2.2609  0.48
H: -3.7723 -1.5580 -0.7766  0.61
H: -2.7528 -1.7670 -2.1915  0.52
H: -3.8268 -0.0482 1.5354  0.36
H: -4.8047 0.0926 0.0655  0.48
H: -4.5061 1.5044 1.0733  0.46
H: -2.8345 3.5229 1.4975  0.43
H: -1.3300 2.9052 2.1773  0.55
H: -2.8075 1.9768 2.3451  0.57
H: 0.8437 3.0304 0.8233  0.35
H: -0.5091 4.1336 0.6454  0.54
H: 0.5698 3.8645 -0.7088  0.46
H: 0.3002 2.8197 -3.0237  0.51
H: 0.9680 1.1883 -3.0708  0.43
H: 1.5048 2.3112 -1.8374  0.23
Se: 1.7796 -0.0328 1.2687  -0.25
P: 3.0735 -0.6812 -0.4061  0.98
Se: 1.2980 -1.2594 -1.6275  -0.41
C: 4.1520 -2.0711 -0.1277  0.82
C: 5.2117 -1.9027 0.7689  -0.36
C: 6.0676 -2.9580 1.0228  -0.74
C: 5.8799 -4.1746 0.3752  -0.45
C: 4.8356 -4.3392 -0.5241  -0.80
C: 3.9632 -3.2912 -0.7743  -0.37
C: 4.0641 0.6766 -1.0088  0.87
C: 5.1047 0.3686 -1.8905  -0.67
C: 5.8622 1.3865 -2.4435  -0.68
C: 5.5969 2.7083 -2.1086  -0.56
C: 4.5748 3.0160 -1.2194  -0.49
C: 3.8051 2.0049 -0.6702  -0.59
H: 5.3765 -0.9518 1.2631  0.42
H: 6.8858 -2.8334 1.7185  0.44
H: 6.5566 -4.9956 0.5706  0.42
H: 4.7037 -5.2829 -1.0356  0.44
H: 3.1568 -3.4258 -1.4833  0.35
H: 5.3303 -0.6612 -2.1426  0.44
H: 6.6674 1.1480 -3.1246  0.44
H: 6.1973 3.5022 -2.5321  0.43
H: 4.3904 4.0450 -0.9421  0.44
H: 3.0260 2.2464 0.0415  0.20
C: 0.2399 -3.7988 0.2646  -1.06
S: -0.9831 -2.4696 0.3688  0.30
C: -1.3512 -2.6694 2.1325  -1.00
H: -0.2689 -4.6945 0.6141  0.54
H: 1.0943 -3.5607 0.8952  0.32
H: 0.5401 -3.9267 -0.7686  0.34
H: -0.4518 -2.5059 2.7196  0.35
H: -1.7143 -3.6893 2.2402  0.50
H: -2.1194 -1.9598 2.4085  0.21
F: -1.0464 -0.0666 1.7578  -0.67

A molecular structure, C26H24AsCl3GeIrN4OS3Se. Source: the OMol25 dataset; level of theory: wB97M-V/def2-TZVPD.

The calculation puts the lowest unoccupied orbital energy at -5.49 eV. The HOMO energy is -9.5 eV. The charge is +1. The HOMO-LUMO gap comes out at 4.0590 eV. The spin multiplicity is 1. As for the relative energy (zero: lowest compared OMol25 entry of this formula, charge and spin): 1149.2 kJ/mol.

Last column: Mulliken charge in e.
Atoms and positions in Å:
Ir: 0.2087 -0.5889 0.9125  1.01
O: -0.6177 1.0831 1.7884  -0.88
N: 0.2678 2.0501 2.0872  0.64
C: -0.1494 2.9608 2.9936  -0.49
C: 0.6527 4.0102 3.3499  -0.73
C: 1.9147 4.1251 2.7641  -0.35
C: 2.3159 3.1911 1.8392  -0.75
C: 1.4728 2.1335 1.4839  0.63
S: 1.9027 0.9612 0.2827  -0.72
H: -1.1386 2.7729 3.3823  0.53
H: 0.2965 4.7230 4.0784  0.47
H: 2.5726 4.9394 3.0339  0.45
H: 3.2877 3.2389 1.3668  0.47
S: -1.9327 -3.2478 0.2615  -0.13
C: -3.0837 -2.1756 -0.5856  0.51
C: -4.3962 -2.6263 -0.6670  -0.49
C: -5.3466 -1.9079 -1.3777  -0.63
C: -4.9895 -0.7204 -1.9902  -0.79
C: -3.6839 -0.2558 -1.8928  -0.39
C: -2.7120 -0.9728 -1.2035  -0.38
As: -0.9040 -0.2485 -1.1943  1.00
C: -1.1354 1.6090 -1.6361  -0.12
C: -0.4717 2.1534 -2.7281  -0.35
C: -0.5575 3.5180 -2.9749  -0.77
C: -1.3021 4.3306 -2.1342  -0.51
C: -1.9648 3.7845 -1.0411  -0.84
C: -1.8781 2.4253 -0.7851  -0.12
C: -0.0690 -1.0767 -2.7130  0.36
C: 1.3178 -1.1885 -2.7424  -0.09
C: 1.9387 -1.7939 -3.8235  -0.83
C: 1.1758 -2.2868 -4.8725  -0.52
C: -0.2068 -2.1760 -4.8435  -0.75
C: -0.8342 -1.5728 -3.7631  -0.24
H: -4.6654 -3.5486 -0.1700  0.48
H: -6.3614 -2.2762 -1.4422  0.40
H: -5.7208 -0.1495 -2.5464  0.43
H: -3.4190 0.6767 -2.3751  0.46
H: 0.1065 1.5189 -3.3885  0.40
H: -0.0442 3.9425 -3.8274  0.43
H: -1.3718 5.3922 -2.3318  0.42
H: -2.5520 4.4192 -0.3902  0.44
H: -2.3874 2.0025 0.0728  0.48
H: 1.9187 -0.8313 -1.9164  0.45
H: 3.0152 -1.8978 -3.8340  0.45
H: 1.6606 -2.7694 -5.7106  0.39
H: -0.8008 -2.5673 -5.6586  0.42
H: -1.9143 -1.4996 -3.7426  0.42
C: 3.0058 -0.1031 6.1964  -0.21
N: 0.7601 -1.3715 2.8927  -0.36
C: -0.0684 -2.3002 2.8993  0.10
N: -0.1516 -3.4878 3.5420  -0.41
S: -1.5345 -1.8460 1.7721  -0.23
H: 3.3092 -0.0845 2.4593  -0.22
H: 6.4165 -2.2644 3.5402  0.25
H: 3.7900 -0.7853 6.5741  0.21
H: 1.6752 -0.1401 4.2234  0.48
H: 0.7109 -3.9254 3.8249  0.24
H: -0.9271 -4.0986 3.3492  0.24
Cl: 2.6725 -0.8343 4.7295  0.39
Ge: 4.0120 -0.5388 1.0762  0.66
Cl: 5.6115 -2.8177 2.7145  -0.27
Cl: 5.7184 0.8649 1.4297  -0.43
Se: 2.7751 -4.4645 -0.6822  -0.13
C: 1.7423 -3.1343 -0.1462  -0.29
N: 1.0678 -2.2518 0.2103  0.74

A single C5H10OS2 molecule in a non-equilibrium geometry. Source: the OMol25 dataset; level of theory: wB97M-V/def2-TZVPD.

The calculation puts the lowest unoccupied orbital energy at 0.66 eV. The HOMO energy is -8.6 eV. The charge is 0. The SMILES is CS[C@H]1[C@H](O)[C@@]1(C)S. The HOMO-LUMO gap comes out at 9.2283 eV. The spin multiplicity is 1. As for the relative energy (zero: lowest compared OMol25 entry of this formula, charge and spin): 74.8 kJ/mol.

Last column: Mulliken charge in e.
Atoms and positions in Å:
C: 2.2252 0.5842 -1.5379  -0.80
C: 0.5861 0.2024 0.6190  -0.57
C: -0.7733 0.3097 1.2653  -0.30
C: -0.5673 -0.7133 0.2093  0.78
C: -0.4748 -2.1643 0.6188  -1.59
H: 1.6482 -0.1572 -2.0947  0.26
H: 3.0408 0.0895 -1.0273  0.27
H: 2.6636 1.2858 -2.2496  0.35
H: 1.3238 -0.3026 1.2269  0.43
H: -1.3834 1.1946 0.9774  0.37
H: -0.5747 0.5507 3.1923  0.33
H: 0.1424 -2.7110 -0.0830  0.39
H: -1.4663 -2.6213 0.6293  0.39
H: -0.0525 -2.2612 1.6090  0.36
H: -1.0169 0.7433 -1.5890  0.14
O: -0.9576 -0.1220 2.5711  -0.53
S: 1.2171 1.5284 -0.3717  -0.06
S: -1.3820 -0.5376 -1.3913  -0.20